1.
CH3ClO2S2 | ωB97M-V with the def2-TZVPD basis set

Structure (XYZ):
```
9
Properties=species:S:1:pos:R:3
C 0.202 0.565 -0.268
O -1.699 2.217 -1.248
O -1.351 2.072 1.243
S -5.121 -1.360 0.298
S -1.370 1.427 -0.050
Cl -3.847 0.114 -0.216
H 0.216 -0.384 0.284
H 0.552 0.650 -1.312
H 0.848 1.316 0.312
```

* orbital gap (alpha / beta): 4.539 / 4.509 eV
* total charge: 0
* spin multiplicity: 1

2.
C36H79AlBFN5O5P | ωB97M-V with the def2-TZVPD basis set

Structure (XYZ):
```
129
Properties=species:S:1:pos:R:3
C -7.902 -2.502 -2.398
C -8.343 -1.229 -3.101
C -7.245 -0.612 -3.943
O -6.344 0.086 -3.142
C -5.682 1.208 -3.784
Al -3.646 1.079 -3.793
P -3.045 -1.175 -3.181
N -1.599 -1.204 -2.430
B -2.933 1.526 -5.743
O -3.881 1.677 -6.795
N -1.535 1.764 -6.128
C -1.227 3.199 -6.127
C -0.585 0.971 -5.350
C -2.728 2.292 -2.431
F -2.539 1.614 -1.195
C -3.421 3.625 -2.162
C -2.589 4.855 -2.550
H -7.817 -3.313 -3.109
H -8.655 -2.786 -1.672
H -6.962 -2.359 -1.879
H -9.134 -1.491 -3.797
H -8.710 -0.486 -2.403
H -7.709 0.010 -4.708
H -6.731 -1.436 -4.452
H -6.013 1.322 -4.813
H -6.035 2.107 -3.274
H -4.016 -1.731 -2.296
H -3.026 -2.029 -4.317
H -0.959 -1.819 -2.923
H -4.348 2.525 -6.731
H -0.576 3.441 -6.962
H -2.141 3.758 -6.306
H -0.787 3.514 -5.185
H -0.881 0.807 -4.309
H 0.381 1.462 -5.325
H -0.451 0.010 -5.828
H -1.724 2.493 -2.797
H -4.410 3.681 -2.601
H -3.549 3.671 -1.087
H -1.548 4.601 -2.702
H -2.954 5.323 -3.461
H -2.623 5.614 -1.780
C 5.308 0.622 -5.073
C 4.146 -0.378 -4.903
C 4.616 -1.584 -4.090
C 5.561 -2.498 -4.871
C 4.926 -2.929 -6.193
C 4.421 -1.760 -7.042
N 3.609 -0.809 -6.228
O 2.404 -1.252 -6.099
C 5.608 -1.035 -7.706
C 3.579 -2.304 -8.191
C 3.072 0.375 -4.129
H 5.507 1.117 -4.123
H 6.248 0.163 -5.372
H 5.053 1.393 -5.801
H 3.745 -2.165 -3.772
H 5.103 -1.231 -3.178
H 6.518 -2.000 -5.051
H 5.787 -3.383 -4.272
H 5.644 -3.508 -6.779
H 4.090 -3.600 -5.974
H 5.278 -0.108 -8.177
H 6.040 -1.666 -8.484
H 6.421 -0.803 -7.022
H 2.761 -2.929 -7.841
H 4.207 -2.916 -8.839
H 3.159 -1.493 -8.788
H 2.692 1.220 -4.705
H 3.494 0.764 -3.202
H 2.227 -0.255 -3.856
C 2.956 -1.755 2.537
C 2.038 -0.679 3.150
C 0.954 -1.352 3.991
C -0.092 -2.075 3.148
C -0.699 -1.126 2.112
C 0.337 -0.405 1.251
N 1.433 0.180 2.096
O 1.070 1.308 2.612
C 0.915 -1.370 0.199
C -0.362 0.674 0.440
C 2.953 0.148 4.049
H 3.581 -2.196 3.316
H 2.419 -2.582 2.081
H 3.617 -1.319 1.788
H 0.449 -0.602 4.609
H 1.424 -2.057 4.684
H 0.346 -2.949 2.657
H -0.883 -2.458 3.798
H -1.377 -1.674 1.456
H -1.308 -0.382 2.637
H 1.764 -0.915 -0.314
H 0.151 -1.583 -0.552
H 1.229 -2.333 0.602
H -0.915 1.375 1.063
H -1.072 0.206 -0.237
H 0.348 1.240 -0.166
H 3.720 0.658 3.463
H 3.459 -0.507 4.760
H 2.416 0.896 4.629
C -1.016 0.970 7.341
C 0.364 1.220 7.982
C 1.272 0.019 7.733
C 0.884 -1.206 8.559
C 0.820 -0.858 10.047
C -0.067 0.351 10.354
N 0.241 1.495 9.446
O 1.278 2.137 9.872
C -1.554 -0.042 10.251
C 0.146 0.771 11.804
C 0.921 2.444 7.262
H -0.933 1.033 6.256
H -1.430 -0.013 7.551
H -1.736 1.724 7.661
H 2.307 0.286 7.970
H 1.257 -0.233 6.672
H -0.073 -1.612 8.221
H 1.620 -1.998 8.403
H 0.456 -1.718 10.614
H 1.836 -0.658 10.402
H -2.190 0.842 10.305
H -1.823 -0.695 11.081
H -1.802 -0.589 9.345
H 1.192 0.973 12.025
H -0.179 -0.034 12.463
H -0.434 1.663 12.044
H 0.306 3.323 7.457
H 0.921 2.262 6.188
H 1.944 2.667 7.558
```

* orbital gap (alpha / beta): 5.982 / 5.650 eV
* total charge: -1
* spin multiplicity: 4

3.
C12H22Cl2F2N4O14 | ωB97M-V with the def2-TZVPD basis set

Structure (XYZ):
```
56
Properties=species:S:1:pos:R:3
C 6.680 -25.702 -12.871
N 6.703 -24.430 -11.917
O 5.676 -23.718 -11.796
O 7.678 -24.243 -11.236
H 5.638 -25.888 -13.133
H 7.101 -26.531 -12.302
H 7.291 -25.533 -13.757
C 5.168 -29.431 -3.467
N 5.241 -28.833 -4.840
O 4.508 -29.319 -5.640
O 6.010 -27.942 -5.014
H 5.570 -30.434 -3.614
H 4.109 -29.627 -3.301
H 5.522 -28.845 -2.619
C 1.631 -26.043 -2.600
N 2.703 -26.376 -1.639
O 3.461 -27.136 -2.119
O 2.559 -25.938 -0.483
H 0.703 -26.551 -2.340
H 1.842 -26.348 -3.624
H 1.383 -24.982 -2.639
C -0.243 -22.999 -8.205
N 0.372 -22.346 -7.010
O 0.258 -21.178 -6.807
O 1.023 -23.085 -6.264
H -0.598 -22.339 -8.996
H -1.074 -23.390 -7.618
H 0.376 -23.820 -8.567
C 5.038 -30.022 -8.470
C 6.430 -29.511 -8.283
O 6.272 -28.278 -8.933
C 5.292 -28.464 -9.901
O 5.108 -27.637 -10.815
O 4.595 -29.518 -9.719
F 7.420 -30.229 -8.816
H 4.356 -29.642 -7.710
H 4.860 -31.095 -8.404
H 6.593 -29.385 -7.213
C 3.190 -23.143 -3.445
C 4.187 -22.183 -4.063
O 5.432 -22.581 -3.565
C 5.343 -23.430 -2.617
O 6.238 -23.995 -2.026
O 4.001 -23.740 -2.422
F 3.847 -20.923 -3.643
H 2.797 -23.810 -4.212
H 2.251 -22.634 -3.225
H 4.062 -22.183 -5.146
Cl 3.502 -25.927 -5.925
C 4.470 -25.881 -7.403
C 4.274 -24.675 -8.247
Cl 2.780 -24.617 -9.163
H 4.204 -26.815 -7.898
H 5.511 -26.061 -7.133
H 5.033 -24.464 -9.000
H 4.337 -23.837 -7.553
```

* orbital gap (alpha / beta): 10.500 / 2.752 eV
* total charge: +1
* spin multiplicity: 2

What did we get for E_tot? Answer: -1446.78701; -2777.40058; -2862.13581 hartree, in the order shown.